Entry 1:
The following is a quantum chemistry calculation of C46H28F5IN10O3TeV as an isolated structure in a non-equilibrium geometry, from the Open Molecules 2025 dataset.

Each line ends with the Mulliken spin population.
Cartesian coordinates (Å):
V1 0.397 -1.316 0.926  1.1352
C1 -1.923 -5.246 -4.048  0.0015
C2 -0.671 -5.755 -4.040  -0.0038
C3 0.328 -5.260 -3.050  -0.0009
C4 -0.176 -4.162 -2.219  0.0015
C5 0.632 -3.170 -1.553  0.0142
N1 1.875 -2.914 -1.818  -0.0011
C6 2.569 -1.936 -1.245  0.0044
C7 4.005 -1.737 -1.588  0.0003
C8 5.009 -2.424 -2.269  0.0016
C9 6.345 -1.922 -2.166  -0.0005
C10 6.612 -0.778 -1.451  0.0008
C11 5.568 0.054 -1.016  -0.0005
C12 4.307 -0.417 -1.150  -0.0009
C13 2.993 0.195 -0.845  0.0054
N2 2.704 1.435 -1.032  0.0003
C14 1.814 2.274 -0.583  -0.0094
N3 0.543 2.573 -1.102  0.0136
C15 0.170 3.848 -0.457  0.0127
N4 -0.755 4.656 -0.778  -0.0038
C16 -2.592 2.921 -1.201  -0.3626
N5 -0.900 0.629 -1.214  0.0611
C17 -2.143 -0.017 -1.637  0.0323
N6 -2.262 -1.329 -1.586  0.0073
C18 -1.415 -2.340 -1.426  0.0235
N7 -0.205 -2.312 -0.775  -0.0078
C19 -1.473 -3.599 -2.343  0.0076
C20 -2.418 -4.237 -3.184  -0.0071
C21 -3.291 0.793 -2.254  0.0029
C22 -4.021 0.250 -3.291  0.0056
C23 -4.759 1.081 -4.160  -0.0070
C24 -5.233 2.325 -3.711  0.0033
C25 -4.734 2.720 -2.452  -0.0244
C26 -3.458 2.208 -2.096  0.0446
C27 1.082 4.040 0.681  -0.0021
C28 1.038 5.013 1.716  -0.0015
C29 1.901 4.852 2.821  -0.0002
C30 2.886 3.852 2.723  -0.0006
C31 2.945 2.908 1.695  0.0026
C32 2.048 3.048 0.617  0.0088
N8 2.123 -0.813 -0.570  -0.0242
H1 -2.606 -5.588 -4.835  0.0001
H2 -0.404 -6.633 -4.631  -0.0001
H3 1.290 -4.981 -3.471  -0.0009
H4 4.676 -3.276 -2.838  0.0000
H5 7.120 -2.461 -2.664  0.0000
H6 7.631 -0.496 -1.228  0.0001
H7 5.791 0.991 -0.539  0.0000
H8 -3.473 -4.164 -2.962  -0.0004
H9 -4.058 -0.826 -3.438  0.0006
H10 -5.104 0.704 -5.123  -0.0003
H11 -5.765 2.991 -4.371  -0.0012
H12 -5.260 3.491 -1.861  0.0019
H13 0.327 5.844 1.686  0.0001
H14 1.806 5.463 3.705  0.0000
H15 3.585 3.775 3.528  -0.0001
H16 3.591 2.039 1.711  -0.0010
C33 2.649 -1.139 4.463  -0.0006
C34 1.312 -0.464 4.485  -0.0004
N9 0.906 -0.224 5.721  0.0545
C35 -0.356 0.095 5.839  -0.0384
C36 -1.173 0.494 4.793  0.0437
C37 -2.530 0.903 5.319  0.0123
O1 -3.612 0.000 4.903  0.0026
C38 -0.730 0.412 3.436  0.0559
C39 -1.658 0.414 2.320  0.1090
N10 -1.183 0.286 1.097  -0.0747
C40 -1.468 1.042 0.020  -0.0963
C41 -2.333 2.201 -0.002  0.0696
C42 -1.882 4.249 -1.577  -0.0079
C43 -1.398 3.823 -2.951  0.0044
C44 -0.798 2.595 -3.104  0.0099
C45 -0.255 1.775 -1.953  -0.0549
I1 1.502 0.699 -3.699  -0.0154
C46 0.653 -0.045 3.271  0.0299
O2 1.346 -0.131 2.208  0.0054
H17 2.474 -2.229 4.641  -0.0014
H18 3.283 -0.777 5.318  -0.0007
H19 3.212 -1.084 3.547  0.0003
H20 -0.738 0.008 6.869  -0.0012
H21 -2.808 1.917 5.002  -0.0006
H22 -2.483 0.873 6.425  0.0015
H23 -3.189 -0.891 4.823  -0.0003
H24 -2.701 0.573 2.504  -0.0026
H25 -2.647 2.552 0.959  -0.0137
H26 -2.468 5.172 -1.634  -0.0053
H27 -1.422 4.529 -3.805  0.0002
H28 -0.604 2.215 -4.127  -0.0040
F1 -1.265 -2.764 4.601  0.0001
Te1 -1.241 -3.801 2.954  0.0055
F2 -1.511 -5.377 4.384  -0.0019
F3 -3.001 -3.310 2.391  0.0000
F4 1.485 -2.837 1.175  0.0082
F5 0.791 -6.400 -2.221  -0.0007
O3 -0.773 -2.217 2.066  -0.0232

Results
2S+1	2
highest occupied orbital energy (alpha / beta)	-6.54 / -7.05	eV
total energy	-123857.8533	eV
⟨S²⟩	1.1559

---

Entry 2:
The following is a quantum chemistry calculation of a 2-piece molecular cluster, C3H11NO2 overall in a non-equilibrium geometry, from the Open Molecules 2025 dataset.

Each line ends with the Mulliken charge.
Cartesian coordinates (Å):
C1 -0.971 0.043 0.741  0.5702
C2 -1.466 -1.341 1.112  -1.3365
C3 0.436 0.320 1.201  -1.1963
O1 -1.031 0.082 -0.789  -0.7201
H1 -0.926 1.001 -1.067  0.3383
H2 -1.665 0.818 1.087  0.2688
H3 0.769 1.304 0.881  0.3241
H4 1.121 -0.375 0.641  0.3258
H5 0.535 0.243 2.281  0.3774
H6 -2.471 -1.501 0.727  0.3462
H7 -1.465 -1.460 2.194  0.3804
H8 -0.809 -2.092 0.674  0.2984
N1 1.660 1.091 -2.054  -0.4405
O2 1.472 -0.253 -1.569  -0.4630
H9 0.434 -0.300 -1.401  0.4737
H10 2.517 1.419 -1.608  0.2305
H11 1.859 0.998 -3.051  0.2227

Results
SMILES	CC(C)O.NO
energy above the lowest of the compared OMol25 structures with the same formula, charge and spin	43.5	kcal/mol
highest occupied orbital energy	-9.24	eV
total energy	-8872.6052	eV

---

Entry 3:
The following is a quantum chemistry calculation of a 2-piece molecular cluster, C7H9N3O5PS3 overall in a non-equilibrium geometry, from the Open Molecules 2025 dataset.

Each line ends with the Mulliken charge.
Cartesian coordinates (Å):
C1 1.653 4.114 -0.355  -0.8450
P1 1.382 3.140 1.305  0.3209
O1 -0.320 2.687 1.404  -0.4899
S1 2.493 1.260 1.214  0.8528
O2 3.909 1.469 0.627  -0.5975
O3 2.711 0.867 2.727  -0.6741
N1 1.579 -0.048 0.507  -0.2848
S2 1.405 0.111 -1.222  1.0302
O4 0.241 1.086 -1.652  -0.6281
O5 0.940 -1.304 -1.744  -0.7416
N2 2.877 0.479 -2.088  -0.2909
C2 3.237 -0.688 -2.773  0.3423
S3 3.524 -1.877 -4.002  -0.1345
H1 1.145 5.169 -0.343  0.3255
H2 2.819 4.150 -0.560  0.2819
H3 1.149 3.493 -1.211  0.2296
H4 -0.662 2.876 0.480  0.3250
N3 -3.980 -2.846 1.646  -0.5966
C3 -4.148 -2.554 0.337  -0.1630
C4 -3.110 -2.213 -0.515  -0.5695
C5 -1.821 -2.165 0.003  0.0154
C6 -1.616 -2.459 1.348  -0.4075
C7 -2.717 -2.792 2.121  -0.2231
H5 -5.173 -2.602 -0.019  0.3404
H6 -3.303 -1.991 -1.559  0.3636
H7 -0.982 -1.901 -0.634  0.4803
H8 -0.623 -2.429 1.783  0.3917
H9 -2.608 -3.033 3.174  0.3462

Results
charge	-1
highest occupied orbital energy	-5.97	eV
total energy	-63903.1520	eV

---

Entry 4:
The following is a quantum chemistry calculation of a 6-piece molecular cluster, C39H69BrO15 overall in a non-equilibrium geometry, from the Open Molecules 2025 dataset.

Each line ends with the Mulliken charge.
Cartesian coordinates (Å):
C1 10.125 -3.300 0.859  -0.7716
O1 9.001 -2.910 0.086  -0.3241
C2 9.130 -1.595 -0.421  -0.2562
C3 8.051 -1.346 -1.478  -0.8546
C4 6.664 -1.213 -0.817  -0.6816
C5 6.352 0.213 -0.334  -0.2932
C6 4.948 0.229 0.352  -0.2953
C7 4.015 1.164 -0.463  -0.7425
C8 2.658 1.358 0.261  -0.6318
C9 1.582 0.505 -0.436  -0.5289
C10 0.142 0.817 0.060  -0.2407
C11 -0.779 -0.328 -0.400  -0.9359
C12 -2.166 -0.239 0.262  -0.0481
C13 -2.828 -1.628 0.495  -0.6127
C14 -3.969 -1.864 -0.454  0.8522
C15 -4.235 -3.007 -1.098  0.0680
C16 -3.573 -4.352 -1.068  -0.8515
C17 -3.585 -4.906 0.356  0.4929
O2 -4.045 -4.353 1.289  -0.3942
Br1 -2.826 -6.693 0.663  -0.1695
C18 -5.427 -2.785 -1.978  0.0834
O3 -5.943 -3.570 -2.702  -0.5253
O4 -5.841 -1.465 -1.847  -0.2773
C19 -5.040 -0.898 -0.878  0.1749
O5 -5.227 0.188 -0.440  -0.4844
H1 10.991 -2.661 0.658  0.3579
H2 10.399 -4.305 0.532  0.2414
H3 9.898 -3.279 1.927  0.2370
H4 8.972 -0.887 0.406  0.1176
H5 10.109 -1.428 -0.884  0.4642
H6 8.302 -0.421 -2.002  0.3946
H7 8.023 -2.202 -2.156  0.3471
H8 6.632 -1.870 0.056  0.4148
H9 5.867 -1.496 -1.510  0.2890
H10 7.096 0.568 0.382  -0.1009
H11 6.322 0.903 -1.181  0.3976
H12 5.034 0.561 1.385  0.0070
H13 4.523 -0.776 0.319  0.2787
H14 3.873 0.694 -1.436  0.2707
H15 4.534 2.121 -0.556  0.4762
H16 2.721 1.025 1.298  0.3638
H17 2.333 2.400 0.235  0.3033
H18 1.606 0.595 -1.520  0.0024
H19 1.779 -0.545 -0.187  0.3033
H20 0.174 0.875 1.149  0.4556
H21 -0.147 1.769 -0.379  0.0937
H22 -0.273 -1.276 -0.198  0.5765
H23 -0.892 -0.239 -1.485  -0.1517
H24 -2.122 0.285 1.218  -0.1706
H25 -2.789 0.369 -0.393  0.4318
H26 -3.154 -1.770 1.525  0.5380
H27 -2.085 -2.405 0.299  0.3221
H28 -2.577 -4.366 -1.509  0.4247
H29 -4.203 -5.034 -1.649  0.4585
O6 -12.836 -3.397 -3.290  -0.5597
C20 -11.886 -2.716 -3.023  0.7195
O7 -10.920 -2.550 -3.942  -0.3794
C21 -9.845 -1.617 -3.793  -0.7035
C22 -8.690 -2.204 -3.009  -0.5708
C23 -11.714 -2.107 -1.651  -0.8802
H30 -10.206 -0.680 -3.365  0.4024
H31 -9.521 -1.391 -4.808  0.3541
H32 -8.989 -2.456 -1.990  0.2120
H33 -7.865 -1.501 -2.964  0.2589
H34 -8.342 -3.121 -3.479  0.3210
H35 -11.254 -2.845 -0.996  0.2338
H36 -12.698 -1.856 -1.265  0.3090
H37 -11.120 -1.195 -1.641  0.3083
O8 0.165 3.628 1.325  -0.5590
C24 -0.984 3.973 1.360  0.9688
O9 -1.670 4.074 0.206  -0.3798
C25 -3.084 4.285 0.154  0.0126
C26 -3.436 5.755 0.240  -1.2536
C27 -1.655 4.360 2.657  -1.1923
H38 -3.592 3.692 0.916  0.0212
H39 -3.397 3.888 -0.811  0.4080
H40 -3.122 6.188 1.190  0.2905
H41 -4.513 5.895 0.137  0.3889
H42 -2.932 6.310 -0.551  0.3276
H43 -1.435 5.406 2.866  0.3190
H44 -1.238 3.747 3.452  0.2759
H45 -2.733 4.210 2.667  0.3692
O10 5.716 -0.322 3.316  -0.5304
C28 6.594 0.399 3.699  0.9170
O11 7.627 0.655 2.876  -0.2574
C29 8.631 1.635 3.150  -0.4880
C30 9.745 1.071 4.008  -1.0606
C31 6.609 0.954 5.104  -1.3084
H46 8.187 2.533 3.581  0.4359
H47 9.026 1.919 2.175  0.3642
H48 9.380 0.761 4.987  0.2682
H49 10.529 1.815 4.152  0.3877
H50 10.179 0.192 3.530  0.2922
H51 7.051 0.213 5.768  0.3003
H52 5.581 1.132 5.408  0.3082
H53 7.144 1.895 5.205  0.4108
O12 2.633 -0.511 -3.428  -0.5330
C32 2.035 -0.483 -4.467  0.6589
O13 2.704 -0.223 -5.602  -0.3677
C33 2.124 -0.343 -6.903  -0.4303
C34 1.388 0.917 -7.308  -0.9536
C35 0.534 -0.650 -4.512  -0.8470
H54 1.493 -1.231 -6.964  0.3787
H55 2.963 -0.510 -7.576  0.3023
H56 0.548 1.123 -6.643  0.2762
H57 1.007 0.826 -8.325  0.3538
H58 2.058 1.776 -7.259  0.2976
H59 0.068 0.316 -4.319  0.2323
H60 0.246 -1.344 -3.725  0.2279
H61 0.159 -1.051 -5.451  0.3819
O14 -3.876 3.656 5.638  -0.5623
C36 -3.918 2.518 5.263  0.7910
O15 -4.290 2.264 3.995  -0.3594
C37 -4.192 0.973 3.385  0.0913
C38 -5.409 0.118 3.671  -1.1580
C39 -3.640 1.366 6.199  -1.0164
H62 -3.260 0.482 3.671  0.3717
H63 -4.127 1.168 2.315  0.0054
H64 -5.516 -0.085 4.736  0.3463
H65 -5.338 -0.834 3.143  0.2902
H66 -6.313 0.633 3.346  0.3401
H67 -4.555 1.123 6.738  0.2743
H68 -2.883 1.682 6.911  0.3268
H69 -3.265 0.472 5.704  0.3225

Results
SMILES	COCCCCCCCCCCCCC1=C(CC(=O)Br)C(=O)OC1=O.CCOC(C)=O.CCOC(C)=O.CCOC(C)=O.CCOC(C)=O.CCOC(C)=O
highest occupied orbital energy	-9.33	eV
total energy	-142316.8581	eV

---

Entry 5:
The following is a quantum chemistry calculation of a 2-piece molecular cluster, C2H7N2O2 overall in a non-equilibrium geometry, from the Open Molecules 2025 dataset.

Each line ends with the Mulliken charge.
Cartesian coordinates (Å):
C1 -0.971 -0.126 -0.136  0.3311
C2 1.233 0.556 0.288  -0.3572
N1 -3.279 -0.213 0.164  -0.4243
N2 1.653 -0.755 0.015  -0.5235
O1 -0.705 -1.376 -0.307  -0.3956
O2 -2.006 0.431 0.007  -0.0446
H1 1.136 0.899 1.258  0.3807
H2 1.344 1.233 -0.555  0.3258
H3 -3.564 -0.644 -0.720  0.2887
H4 -3.894 0.505 0.618  0.2884
H5 2.292 -0.791 -0.799  0.3070
H6 0.278 -1.349 -0.382  0.5520
H7 2.085 -1.307 0.732  0.2715

Results
charge	+1
energy above the lowest of the compared OMol25 structures with the same formula, charge and spin	126.5	kcal/mol
highest occupied orbital energy	-14.20	eV
total energy	-9251.2858	eV

---

Entry 6:
The following is a quantum chemistry calculation of a 2-piece molecular cluster, C3H2Cl3N overall in a non-equilibrium geometry, from the Open Molecules 2025 dataset.

Each line ends with the Mulliken charge.
Cartesian coordinates (Å):
C1 -0.327 1.597 0.348  0.6142
C2 -0.160 0.872 -0.815  -0.8834
C3 2.443 0.245 -0.290  0.2491
N1 -0.494 2.206 1.299  -0.3377
Cl1 2.999 -1.283 -0.862  -0.1037
Cl2 2.475 0.301 1.465  -0.0849
Cl3 3.158 1.616 -1.088  -0.0762
H1 -0.077 1.251 -1.786  0.3508
H2 -0.752 -0.034 -0.770  0.2717

Results
energy above the lowest of the compared OMol25 structures with the same formula, charge and spin	66.8	kcal/mol
highest occupied orbital energy (alpha / beta)	-9.34 / -9.77	eV
total energy	-42197.0333	eV